No. 1
An isolated molecule of C3H4N2O. Source: the OMol25 dataset; level of theory: wB97M-V/def2-TZVPD.

Summary:
Energy relative to the best compared isomer or geometry (same formula, charge and spin), kJ/mol: 253.8
Structure (SMILES): Oc1ccn[nH]1
2S+1: 1
Frontier orbital gap, Ha: 0.3463
Energy, hartree: -301.3906

Bonds (Å) are listed after each position.
Geometry (Å):
1 O -1.9480 0.0307 0.6407  C2 1.339, H7 0.962
2 C -0.7253 0.0568 0.0947  O1 1.339, C3 1.366, N6 1.413
3 C 0.3628 0.8812 0.0563  C2 1.366, C4 1.446, H8 1.082
4 C 1.4410 -0.0763 -0.0482  C3 1.446, N5 1.297, H9 1.084
5 N 1.0531 -1.2803 -0.3367  C4 1.297, N6 1.402
6 N -0.3464 -1.2190 -0.3787  C2 1.413, N5 1.402, H10 1.026
7 H -2.1907 0.7955 1.1717  O1 0.962
8 H 0.4623 1.9529 -0.0493  C3 1.082
9 H 2.4753 0.0997 0.2255  C4 1.084
10 H -0.5842 -1.2412 -1.3762  N6 1.026



No. 2
An isolated molecule of C3H4N2O at a distorted geometry. Source: the OMol25 dataset; level of theory: wB97M-V/def2-TZVPD.

Summary:
Energy relative to the best compared isomer or geometry (same formula, charge and spin), kJ/mol: 71.8
Structure (SMILES): N#CCNC=O
2S+1: 1
Frontier orbital gap, Ha: 0.4104
Energy, hartree: -301.4599

Bonds (Å) are listed after each position.
Geometry (Å):
1 N 2.2105 0.5713 -1.4329  C2 1.156
2 C 1.5645 0.3176 -0.5090  N1 1.156, C3 1.478
3 C 0.7204 -0.0305 0.6536  C2 1.478, N4 1.447, H7 1.094, H8 1.093
4 N -0.5466 -0.6040 0.2562  C3 1.447, C5 1.369, H9 1.009
5 C -1.4639 0.1928 -0.3747  N4 1.369, O6 1.211, H10 1.105
6 O -1.3582 1.3962 -0.4571  C5 1.211
7 H 0.5385 0.8776 1.2353  C3 1.094
8 H 1.2587 -0.7424 1.2851  C3 1.093
9 H -0.6066 -1.6034 0.1294  N4 1.009
10 H -2.3172 -0.3752 -0.7860  C5 1.105



No. 3
An isolated molecule of C3H4N2O. Source: the OMol25 dataset; level of theory: wB97M-V/def2-TZVPD.

Summary:
Energy relative to the best compared isomer or geometry (same formula, charge and spin), kJ/mol: 59.0
Structure (SMILES): O=C1CNC=N1
2S+1: 1
Frontier orbital gap, Ha: 0.3797
Energy, hartree: -301.4647

Bonds (Å) are listed after each position.
Geometry (Å):
1 O -1.5035 -1.8372 0.4141  C2 1.205
2 C -0.8218 -0.8438 0.4144  O1 1.205, C3 1.531, N6 1.408
3 C -0.3041 -0.2067 -0.8784  C2 1.531, N4 1.450, H7 1.091, H8 1.095
4 N 0.7672 0.6174 -0.3521  C3 1.450, C5 1.362, H9 1.008
5 C 0.6435 0.6029 1.0039  N4 1.362, N6 1.295, H10 1.089
6 N -0.2287 -0.2031 1.5193  C2 1.408, C5 1.295
7 H -0.0321 -1.0995 -1.4442  C3 1.091
8 H -1.0420 0.3713 -1.4453  C3 1.095
9 H 1.2343 1.3633 -0.8443  N4 1.008
10 H 1.2872 1.2355 1.6126  C5 1.089



| no. | E_HOMO (hartree) |
| --- | --- |
| 1 | -0.3274 |
| 2 | -0.3897 |
| 3 | -0.3568 |